No. 1
Entry from the Open Molecules 2025 dataset: the molecule C4H5N3O (wB97M-V/def2-TZVPD).

Structure (XYZ):
```
13
Properties=species:S:1:pos:R:3:lowdin_charge:R:1
O -0.11 1.14 -2.20 0.06
C 0.20 0.85 -1.03 -0.41
N -0.31 1.52 0.11 0.04
N -0.60 0.96 1.37 0.07
C -0.38 -0.31 1.50 -0.11
C -0.21 -0.95 0.23 -0.26
N 0.81 -1.70 -0.44 0.13
C 0.98 -0.28 -0.45 -0.17
H -0.78 2.42 -0.07 0.16
H -0.62 -0.79 2.43 0.11
H -1.10 -0.87 -0.37 0.16
H 0.41 -2.08 -1.27 0.10
H 1.71 0.09 0.19 0.13
```

Values from the calculation:
- E_HOMO: -9.54 eV
- Energy above the lowest of the compared OMol25 structures with the same formula, charge and spin: 108.8 kcal/mol
- SMILES: O=C1NN=C[C@@H]2N[C@@H]12
- Net charge: 0
- 2S+1: 1

No. 2
Entry from the Open Molecules 2025 dataset: a structure of composition C4H5N3O (wB97M-V/def2-TZVPD).

Structure (XYZ):
```
13
Properties=species:S:1:pos:R:3:lowdin_charge:R:1
C 0.46 -1.00 0.47 -0.32
C -0.94 0.66 -0.05 -0.35
C -0.61 1.79 -0.87 -0.09
C 0.60 0.89 -1.54 -0.12
H 2.37 -1.47 -0.27 0.24
H -0.48 2.59 0.00 0.16
H -1.38 2.27 -1.75 0.16
H 0.52 0.31 -2.67 0.18
H 1.69 1.34 -1.46 0.13
N -0.46 -0.84 1.42 0.03
N -1.55 -0.01 1.00 0.06
N 0.18 0.09 -0.52 -0.07
O 1.63 -1.72 0.59 -0.01
```

Values from the calculation:
- E_HOMO: -8.69 eV
- Energy above the lowest of the compared OMol25 structures with the same formula, charge and spin: 161.2 kcal/mol
- Net charge: 0
- 2S+1: 1

No. 3
Entry from the Open Molecules 2025 dataset: a structure of composition C4H5N3O (wB97M-V/def2-TZVPD).

Structure (XYZ):
```
13
Properties=species:S:1:pos:R:3:lowdin_charge:R:1
C 1.09 -0.29 0.39 -0.31
C 0.65 1.15 -0.13 0.00
C -2.34 -0.63 -0.18 -0.28
C -0.32 -0.56 0.30 -0.26
H 2.64 -1.51 0.04 0.22
H 1.63 -0.07 1.32 0.15
H 1.14 1.42 -1.07 0.11
H 1.08 2.11 0.48 0.15
H -3.38 -0.72 -0.47 0.11
N -0.77 0.66 0.06 -0.04
N -2.09 0.67 -0.22 0.09
N -1.34 -1.44 0.03 0.14
O 1.99 -0.80 -0.56 -0.07
```

Values from the calculation:
- E_HOMO: -9.75 eV
- Energy above the lowest of the compared OMol25 structures with the same formula, charge and spin: 110.7 kcal/mol
- Net charge: 0
- 2S+1: 1

No. 4
Entry from the Open Molecules 2025 dataset: the molecule C4H5N3O (wB97M-V/def2-TZVPD).

Structure (XYZ):
```
13
Properties=species:S:1:pos:R:3:lowdin_charge:R:1
C -1.09 0.08 1.87 0.10
C -0.85 0.35 0.55 -0.22
C -1.39 1.40 -0.34 -0.05
N -0.89 1.26 -1.57 0.08
O 0.04 0.28 -1.52 -0.04
C 0.19 -0.26 -0.28 -0.35
N 1.08 -1.17 0.03 0.06
N 2.28 -1.18 -0.83 -0.02
H -0.49 -0.61 2.50 0.09
H -1.72 0.71 2.48 0.06
H -2.21 2.16 -0.22 0.14
H 2.07 -0.98 -1.81 0.05
H 2.97 -2.04 -0.87 0.12
```

Values from the calculation:
- E_HOMO: -8.26 eV
- Energy above the lowest of the compared OMol25 structures with the same formula, charge and spin: 117.3 kcal/mol
- SMILES: C=C1C=NO/C1=N\N
- Net charge: 0
- 2S+1: 1

No. 5
Entry from the Open Molecules 2025 dataset: a cluster of 2 separate species, C4H5N3O2 in total (wB97M-V/def2-TZVPD).

Structure (XYZ):
```
14
Properties=species:S:1:pos:R:3:lowdin_charge:R:1
C 2.64 0.55 0.11 -0.14
C 1.67 -0.49 0.06 -0.12
N 0.44 0.08 0.02 0.06
N 0.73 1.35 0.05 -0.08
N 1.97 1.68 0.07 0.05
H 3.68 0.45 0.25 0.08
H 1.82 -1.57 -0.26 0.12
H 0.08 2.07 0.08 0.13
O -2.46 1.16 -0.20 0.13
C -2.53 -0.02 -0.16 -0.56
C -1.84 -1.26 -0.02 -0.02
O -3.33 -1.05 -0.05 0.11
H -1.44 -1.20 0.97 0.10
H -1.44 -1.75 -0.92 0.13
```

Values from the calculation:
- E_HOMO: -10.21 eV
- Energy above the lowest of the compared OMol25 structures with the same formula, charge and spin: 107.5 kcal/mol
- SMILES: c1cn[nH]n1.O=C1CO1
- Net charge: 0
- 2S+1: 1

No. 6
Entry from the Open Molecules 2025 dataset: the molecule C4H5N3O2 (wB97M-V/def2-TZVPD).

Structure (XYZ):
```
14
Properties=species:S:1:pos:R:3:lowdin_charge:R:1
C 0.24 -1.25 0.19 -0.03
C -0.62 -0.03 0.23 -0.11
N -0.05 1.19 0.23 0.07
C -0.99 2.16 -0.04 -0.20
N -2.22 1.77 -0.08 0.14
C -2.21 0.44 0.06 -0.16
N -3.22 -0.44 -0.11 -0.38
O -4.43 -0.07 -0.02 0.04
O -2.88 -1.56 -0.42 0.07
H 1.19 -0.78 0.12 0.05
H 0.09 -1.92 1.09 0.11
H 0.11 -1.96 -0.67 0.10
H 0.98 1.48 0.24 0.21
H -0.78 3.17 0.09 0.10
```

Values from the calculation:
- E_HOMO (alpha / beta): -8.77 / -8.77 eV
- Energy above the lowest of the compared OMol25 structures with the same formula, charge and spin: 142.7 kcal/mol
- SMILES: Cc1[nH]cnc1[N+](=O)[O-]
- Net charge: 0
- 2S+1: 1

No. 7
Entry from the Open Molecules 2025 dataset: the molecule C4H5N3O2 (wB97M-V/def2-TZVPD).

Structure (XYZ):
```
14
Properties=species:S:1:pos:R:3:lowdin_charge:R:1
C -1.34 -1.89 1.49 -0.01
N -1.47 -1.33 0.37 0.03
N -0.56 -0.43 0.01 -0.09
C -0.83 0.56 -0.94 0.01
C 0.29 1.35 -0.94 -0.39
O 0.54 2.58 -1.47 0.06
N 1.29 0.81 -0.16 0.20
C 0.75 -0.23 0.41 -0.37
O 1.37 -1.22 1.15 0.07
H -2.21 -2.53 1.74 0.08
H -0.51 -1.68 2.16 0.09
H -1.79 0.65 -1.40 0.11
H 0.13 2.59 -2.34 0.11
H 1.15 -2.04 0.72 0.10
```

Values from the calculation:
- E_HOMO: -8.41 eV
- Energy above the lowest of the compared OMol25 structures with the same formula, charge and spin: 87.2 kcal/mol
- SMILES: C=Nn1cc(O)nc1O
- Net charge: 0
- 2S+1: 1

No. 8
Entry from the Open Molecules 2025 dataset: a structure of composition C4H5N3O4 (wB97M-V/def2-TZVPD).

Structure (XYZ):
```
16
Properties=species:S:1:pos:R:3:lowdin_charge:R:1
C -1.07 -0.02 -2.13 -0.24
C -0.89 1.69 -0.64 -0.21
C 1.00 0.44 0.48 -0.31
C 0.48 -0.89 0.97 -0.21
N -1.40 1.11 -1.79 0.10
N 0.05 1.47 0.18 0.12
N -0.12 -1.61 0.09 -0.08
O -0.80 -2.60 0.19 0.06
O -0.37 -1.02 -1.53 0.01
O 1.78 0.96 1.56 -0.02
O 0.62 -1.46 2.16 0.18
H -1.37 -0.53 -3.03 0.13
H -1.29 2.77 -0.46 0.14
H 1.72 0.31 -0.23 0.13
H 1.45 1.69 2.10 0.10
H 0.21 -2.30 2.08 0.11
```

Values from the calculation:
- E_HOMO: -9.46 eV
- Energy above the lowest of the compared OMol25 structures with the same formula, charge and spin: 175.2 kcal/mol
- Net charge: 0
- 2S+1: 1

No. 9
Entry from the Open Molecules 2025 dataset: the molecule C4H5N3O4S (wB97M-V/def2-TZVPD).

Structure (XYZ):
```
17
Properties=species:S:1:pos:R:3:lowdin_charge:R:1
C 1.04 1.57 -0.13 -0.16
S -0.06 0.82 -1.24 0.64
O 0.59 0.53 -2.49 -0.30
O -1.30 1.55 -1.19 -0.32
C -0.52 -0.86 -0.75 -0.12
C -1.81 -1.49 -0.60 -0.06
N -1.67 -2.77 -0.21 0.08
N -0.36 -2.98 -0.04 0.07
C 0.40 -1.87 -0.38 -0.20
N 1.72 -1.90 -0.20 -0.31
O 2.29 -0.81 -0.21 0.06
O 2.32 -2.97 0.02 0.09
H 0.37 2.34 0.50 0.13
H 1.52 0.81 0.49 0.04
H 1.90 2.11 -0.58 0.10
H -2.70 -1.06 -0.76 0.08
H 0.01 -3.93 0.16 0.18
```

Values from the calculation:
- E_HOMO: -10.79 eV
- Energy above the lowest of the compared OMol25 structures with the same formula, charge and spin: 5.4 kcal/mol
- SMILES: CS(=O)(=O)c1cn[nH]c1[N+](=O)[O-]
- Net charge: 0
- 2S+1: 1

No. 10
Entry from the Open Molecules 2025 dataset: the molecule C4H5N3S (wB97M-V/def2-TZVPD).

Structure (XYZ):
```
13
Properties=species:S:1:pos:R:3:lowdin_charge:R:1
H 0.53 -2.13 2.36 0.07
N 0.57 -1.66 1.42 0.09
C -0.12 -0.59 1.45 -0.25
N -0.27 0.24 0.36 -0.15
N -1.04 1.36 0.55 0.01
C -1.12 2.05 -0.52 -0.47
S -0.27 1.45 -1.92 0.99
C 0.28 0.06 -0.94 -0.57
C 1.05 -0.93 -1.38 -0.01
H -0.66 -0.16 2.32 0.13
H -1.69 2.97 -0.57 0.08
H 1.34 -1.74 -0.72 0.03
H 1.39 -0.93 -2.41 0.05
```

Values from the calculation:
- E_HOMO: -7.90 eV
- Energy above the lowest of the compared OMol25 structures with the same formula, charge and spin: 44.6 kcal/mol
- SMILES: [H]/N=C/N1N=CSC1=C
- Net charge: 0
- 2S+1: 1

No. 11
Entry from the Open Molecules 2025 dataset: the molecule C4H5N5 (wB97M-V/def2-TZVPD).

Structure (XYZ):
```
14
Properties=species:S:1:pos:R:3:lowdin_charge:R:1
N -1.15 0.30 0.05 0.13
C -0.35 -0.80 0.16 -0.30
C -0.46 1.44 -0.28 -0.39
N -0.76 -1.91 0.85 0.15
N -1.03 2.51 -0.63 0.16
N 1.98 -1.14 -0.66 0.15
C 0.98 -0.50 -0.22 -0.29
C 1.02 1.12 -0.23 -0.32
N 1.98 1.84 -0.20 0.22
H -2.10 0.35 0.41 0.16
H -0.06 -2.61 1.01 0.10
H -1.44 -1.79 1.58 0.11
H -0.40 3.28 -0.80 0.06
H 1.78 -2.07 -1.04 0.06
```

Values from the calculation:
- E_HOMO (alpha / beta): -7.02 / -8.65 eV
- Energy above the lowest of the compared OMol25 structures with the same formula, charge and spin: 56.5 kcal/mol
- Net charge: 0
- 2S+1: 1

No. 12
Entry from the Open Molecules 2025 dataset: a structure of composition C4H5N5NiO12 (wB97M-V/def2-TZVPD).

Structure (XYZ):
```
27
Properties=species:S:1:pos:R:3:lowdin_charge:R:1
Ni 0.01 -0.03 0.02 0.79
N -0.10 1.78 -2.47 -0.56
O 0.83 2.19 -3.14 0.03
O 0.02 0.66 -1.87 -0.11
O -1.17 2.40 -2.37 -0.05
N 0.54 -3.13 -1.43 -0.59
O 0.35 -1.99 -0.90 -0.11
O 1.69 -3.56 -1.52 0.00
O -0.44 -3.76 -1.85 -0.07
N 2.03 2.48 0.41 -0.57
O 2.24 3.14 -0.61 -0.02
O 2.87 2.48 1.31 -0.01
O 0.97 1.81 0.52 -0.12
N 2.78 -1.27 1.52 -0.60
O 1.66 -0.76 1.25 -0.11
O 3.10 -2.37 1.08 -0.02
O 3.58 -0.62 2.21 -0.04
N -2.68 -0.05 -0.20 0.04
C -2.31 1.14 0.38 -0.13
C -1.67 0.83 1.56 -0.12
C -1.52 -0.59 1.69 -0.09
C -2.17 -1.08 0.54 -0.13
H -3.31 -0.18 -0.96 0.16
H -2.60 2.07 -0.07 0.12
H -1.34 1.61 2.23 0.11
H -1.02 -1.12 2.48 0.11
H -2.33 -2.09 0.20 0.12
```

Values from the calculation:
- E_HOMO (alpha / beta): -2.36 / -2.34 eV
- Expectation value of S²: 2.005
- Net charge: -2
- 2S+1: 3

No. 13
Entry from the Open Molecules 2025 dataset: the molecule C4H5NO (wB97M-V/def2-TZVPD).

Structure (XYZ):
```
11
Properties=species:S:1:pos:R:3:lowdin_charge:R:1
C -2.09 0.01 1.58 0.11
C -1.30 -0.29 0.73 -0.12
C -0.32 -0.68 -0.28 -0.21
N 0.99 -0.09 -0.05 0.02
C 1.51 0.79 -0.94 -0.36
O 1.03 1.04 -2.03 0.02
H -2.79 0.27 2.34 0.02
H -0.62 -0.31 -1.26 0.12
H -0.26 -1.77 -0.36 0.13
H 1.41 -0.20 0.86 0.14
H 2.45 1.25 -0.59 0.13
```

Values from the calculation:
- E_HOMO: -10.01 eV
- Energy above the lowest of the compared OMol25 structures with the same formula, charge and spin: 39.8 kcal/mol
- SMILES: C#CCNC=O
- Net charge: 0
- 2S+1: 1

No. 14
Entry from the Open Molecules 2025 dataset: a cluster of 2 separate species, C4H5NO in total (wB97M-V/def2-TZVPD).

Structure (XYZ):
```
11
Properties=species:S:1:pos:R:3:lowdin_charge:R:1
C 0.34 -1.24 -0.31 0.01
C -0.67 -0.38 -0.12 -0.36
C -1.32 0.92 -0.18 -0.05
O -1.81 -0.27 -0.84 0.03
H 1.01 -1.64 0.43 0.05
H 0.42 -1.68 -1.29 0.08
H -1.93 1.39 0.59 0.11
H -0.92 1.60 -0.94 0.12
C 1.77 0.39 0.75 -0.15
N 2.75 0.59 0.17 0.08
H 0.90 0.32 1.38 0.07
```

Values from the calculation:
- E_HOMO: -8.99 eV
- Energy above the lowest of the compared OMol25 structures with the same formula, charge and spin: 107.3 kcal/mol
- SMILES: C=C1CO1.C#N
- Net charge: 0
- 2S+1: 1

No. 15
Entry from the Open Molecules 2025 dataset: the molecule C4H5NO (wB97M-V/def2-TZVPD).

Structure (XYZ):
```
11
Properties=species:S:1:pos:R:3:lowdin_charge:R:1
O 0.76 -0.74 -1.66 0.04
C -0.39 -0.47 -1.41 -0.25
C -0.89 0.00 -0.07 -0.14
C 0.14 0.01 1.04 -0.29
C 1.50 0.43 0.79 -0.12
N 0.83 1.34 1.34 0.15
H -1.16 -0.56 -2.20 0.12
H -1.29 1.02 -0.22 0.13
H -1.76 -0.61 0.20 0.12
H -0.08 -0.61 1.90 0.12
H 2.49 0.26 0.40 0.12
```

Values from the calculation:
- E_HOMO: -9.95 eV
- Energy above the lowest of the compared OMol25 structures with the same formula, charge and spin: 56.1 kcal/mol
- SMILES: O=CC[C@H]1C=N1
- Net charge: 0
- 2S+1: 1

No. 16
Entry from the Open Molecules 2025 dataset: the molecule C4H5NO (wB97M-V/def2-TZVPD).

Structure (XYZ):
```
11
Properties=species:S:1:pos:R:3:lowdin_charge:R:1
C -1.66 0.15 0.19 -0.01
C -0.19 0.01 -0.10 -0.46
C 0.84 0.98 0.00 0.04
C 1.97 0.03 0.06 -0.17
N 1.65 -1.22 0.06 0.08
O 0.29 -1.30 -0.04 -0.04
H -1.81 -0.03 1.25 0.09
H -1.99 1.16 -0.04 0.09
H -2.24 -0.58 -0.38 0.09
H 0.11 0.51 -1.16 0.20
H 3.02 0.29 0.17 0.10
```

Values from the calculation:
- E_HOMO: -9.45 eV
- Energy above the lowest of the compared OMol25 structures with the same formula, charge and spin: 107.1 kcal/mol
- Net charge: 0
- 2S+1: 1

No. 17
Entry from the Open Molecules 2025 dataset: the molecule C4H5NO (wB97M-V/def2-TZVPD).

Structure (XYZ):
```
11
Properties=species:S:1:pos:R:3:lowdin_charge:R:1
C -1.55 0.02 -0.02 -0.10
C -0.13 -0.51 0.01 -0.19
C 0.89 0.59 0.02 -0.41
O 0.64 1.77 0.00 0.13
C 2.32 0.16 0.02 -0.11
N 3.41 -0.20 -0.03 0.17
H -2.26 -0.81 -0.04 0.07
H -1.76 0.64 0.86 0.08
H -1.73 0.64 -0.90 0.09
H 0.05 -1.13 0.90 0.13
H 0.10 -1.17 -0.83 0.13
```

Values from the calculation:
- E_HOMO: -11.19 eV
- Energy above the lowest of the compared OMol25 structures with the same formula, charge and spin: 16.0 kcal/mol
- SMILES: CCC(=O)C#N
- Net charge: 0
- 2S+1: 1

No. 18
Entry from the Open Molecules 2025 dataset: the molecule C4H5NO (wB97M-V/def2-TZVPD).

Structure (XYZ):
```
11
Properties=species:S:1:pos:R:3:lowdin_charge:R:1
O 1.00 -0.62 2.03 0.11
C 0.56 -0.18 1.00 -0.33
C 0.84 -0.55 -0.47 -0.05
C -0.31 0.36 -0.84 -0.26
N -1.49 0.01 -0.08 0.06
C -0.50 0.89 0.54 -0.14
H 1.83 -0.14 -0.69 0.12
H 0.79 -1.58 -0.83 0.12
H -0.45 0.85 -1.80 0.14
H -1.41 -0.92 0.32 0.10
H -0.86 1.88 0.81 0.14
```

Values from the calculation:
- E_HOMO: -9.74 eV
- Energy above the lowest of the compared OMol25 structures with the same formula, charge and spin: 51.6 kcal/mol
- SMILES: O=C1C[C@H]2N[C@@H]12
- Net charge: 0
- 2S+1: 1

No. 19
Entry from the Open Molecules 2025 dataset: the molecule C4H5NO (wB97M-V/def2-TZVPD).

Structure (XYZ):
```
11
Properties=species:S:1:pos:R:3:lowdin_charge:R:1
C 0.07 2.29 0.92 -0.09
C 0.16 0.92 0.42 -0.06
C 0.06 -0.20 -0.01 0.06
C -0.48 -1.45 -0.56 -0.57
N 0.41 -2.36 -1.03 0.15
O -1.69 -1.61 -0.61 0.06
H -0.42 2.90 0.16 0.09
H 1.03 2.73 1.16 0.08
H -0.56 2.29 1.82 0.09
H 0.03 -3.23 -1.37 0.11
H 1.40 -2.27 -0.89 0.10
```

Values from the calculation:
- E_HOMO: -9.80 eV
- Energy above the lowest of the compared OMol25 structures with the same formula, charge and spin: 28.8 kcal/mol
- SMILES: CC#CC(N)=O
- Net charge: 0
- 2S+1: 1

No. 20
Entry from the Open Molecules 2025 dataset: a cluster of 2 separate species, C4H5NO in total (wB97M-V/def2-TZVPD).

Structure (XYZ):
```
11
Properties=species:S:1:pos:R:3:lowdin_charge:R:1
N -1.88 -0.44 0.54 0.14
C -0.62 -0.14 0.08 -0.45
C 0.63 -0.28 0.61 -0.10
C 1.59 0.16 -0.43 -0.10
C 0.74 0.72 -1.59 -0.06
O -0.59 0.52 -1.09 -0.10
H -2.58 -0.51 -0.20 0.11
H -1.91 -1.23 1.17 0.10
H 0.92 -0.84 1.49 0.10
H 2.68 0.35 -0.32 0.10
H 1.02 1.69 -0.27 0.25
```

Values from the calculation:
- E_HOMO: -8.58 eV
- Energy above the lowest of the compared OMol25 structures with the same formula, charge and spin: 110.4 kcal/mol
- Net charge: 0
- 2S+1: 1

Number 1: largest force on an atom 3.1 eV/Å. Number 2: largest force on an atom 9.3 eV/Å. Number 3: largest force on an atom 5.8 eV/Å. Number 4: largest force on an atom 4.0 eV/Å. Number 5: largest force on an atom 2.1 eV/Å. Number 6: largest force on an atom 7.4 eV/Å. Number 7: largest force on an atom 2.5 eV/Å. Number 8: largest force on an atom 4.5 eV/Å. Number 9: largest force on an atom 6.3 eV/Å. Number 10: largest force on an atom 1.4 eV/Å. Number 11: largest force on an atom 1.9 eV/Å. Number 12: largest force on an atom 2.9 eV/Å. Number 13: largest force on an atom 0.5 eV/Å. Number 14: largest force on an atom 1.6 eV/Å. Number 15: largest force on an atom 0.5 eV/Å. Number 16: largest force on an atom 0.5 eV/Å. Number 17: largest force on an atom 1.0 eV/Å. Number 18: largest force on an atom 1.0 eV/Å. Number 19: largest force on an atom 0.6 eV/Å. Number 20: largest force on an atom 5.1 eV/Å.